# 1
Below is a molecular structure, C32H25CrFN2O5P at a distorted geometry, with properties calculated with ωB97M-V/def2-TZVPD.

Computed properties:
Spin multiplicity = 5
Energy relative to the best compared isomer or geometry (same formula, charge and spin) = 218.3 kJ/mol
Orbital gap (alpha / beta) = 5.3 / 6.4 eV
⟨S²⟩ = 6.05
Total charge = -1

Each line ends with the Löwdin charge.
CARTESIAN COORDINATES (ANGSTROEM)
Cr  1.03480  -0.14397  0.67993  0.8048
C  3.36490  1.75563  -3.60707  -0.1064
C  4.38290  2.10103  -2.73237  -0.0930
C  4.08630  2.52913  -1.45127  -0.1097
C  2.76420  2.62213  -1.02787  -0.3712
C  1.74670  2.31163  -1.92407  -0.0846
C  2.04760  1.87963  -3.20327  -0.0903
P  2.46750  3.05063  0.73773  1.1212
C  2.79610  4.86293  0.63163  -0.3860
C  3.23650  5.46013  1.80953  -0.1165
C  3.57720  6.79933  1.84633  -0.1045
C  3.48550  7.56433  0.69433  -0.1115
C  3.05400  6.97833  -0.48657  -0.0974
C  2.71200  5.63773  -0.52077  -0.0919
C  0.63190  2.97493  0.70293  -0.4020
C  -0.11180  4.15003  0.70243  -0.1113
C  -1.48930  4.10963  0.58703  -0.1153
C  -2.10040  2.88103  0.42203  -0.1176
C  -1.34380  1.72073  0.43383  -0.1441
C  0.04540  1.68833  0.62713  -0.2108
H  3.59520  1.38933  -4.59897  0.0913
H  5.41280  2.02233  -3.04887  0.0943
H  4.87920  2.77863  -0.75957  0.1052
H  0.71190  2.41743  -1.63227  0.0964
H  1.24690  1.64043  -3.88977  0.0959
H  3.31880  4.84763  2.69793  0.0933
H  3.92330  7.24373  2.77033  0.0938
H  3.76600  8.60963  0.71383  0.0911
H  2.98530  7.57363  -1.38847  0.0950
H  2.37940  5.18673  -1.44597  0.1063
H  0.38760  5.10573  0.78873  0.0868
H  -2.06550  5.02603  0.60483  0.0888
H  -3.17500  2.82053  0.29203  0.0889
H  -1.87150  0.79013  0.27363  0.0589
C  -1.53300  -7.00507  -0.88607  -0.0453
C  -2.44390  -6.20767  0.05013  -0.3145
C  -3.85450  -6.12097  -0.53547  -0.1484
C  -4.76630  -5.44517  0.47483  -0.1411
C  -4.19510  -4.10287  0.83273  -0.1421
C  -5.05240  -3.09317  1.27653  0.0430
C  -4.54330  -1.83937  1.53753  -0.2529
F  -5.39430  -0.87957  1.98923  0.0498
C  -3.21510  -1.53597  1.34133  0.0861
C  -2.33810  -2.53447  0.88243  -0.0316
C  -0.95580  -2.22777  0.63373  -0.2082
O  -0.52560  -1.00657  0.68923  -0.1631
C  -0.09520  -3.33287  0.36063  -0.0140
C  -0.61580  -4.58177  0.23663  0.0405
N  -1.95430  -4.85457  0.28903  0.0147
C  -2.83480  -3.84767  0.66433  -0.0735
C  1.41100  -3.18287  0.17243  -0.6089
O  2.06940  -4.20497  0.00663  0.0178
O  1.87200  -2.00277  0.17803  -0.0683
H  -2.07040  -7.88107  -1.24207  0.0782
H  -0.63290  -7.35267  -0.38607  0.0798
H  -1.24740  -6.40897  -1.74877  0.0962
H  -2.49840  -6.73997  1.01543  0.1582
H  -4.21710  -7.12237  -0.77047  0.1169
H  -3.82450  -5.53627  -1.45717  0.1356
H  -4.85460  -6.07517  1.36593  0.1248
H  -5.76960  -5.31357  0.06473  0.1182
H  -6.10150  -3.29697  1.42263  0.1249
H  -2.83860  -0.54867  1.55143  0.1214
H  0.06400  -5.40037  0.07693  0.1262
O  4.58830  0.42473  1.85043  -0.0758
N  3.87810  0.47253  0.83033  -0.1924
O  2.60710  0.39943  0.93393  -0.4004


# 2
Below is a molecular structure, C32H25N8O5S2Ti at a distorted geometry, with properties calculated with ωB97M-V/def2-TZVPD.

Computed properties:
Spin multiplicity = 1
Energy relative to the best compared isomer or geometry (same formula, charge and spin) = 0.0 kJ/mol
Orbital gap (alpha / beta) = 4.7 / 4.7 eV
Total charge = -1

Each line ends with the Löwdin charge.
CARTESIAN COORDINATES (ANGSTROEM)
Ti  -0.34568  -0.06779  -0.28140  0.7845
O  -3.77198  -1.12019  6.97494  0.0954
C  -4.13635  -0.85164  5.69128  -0.4877
O  -5.30184  -0.79569  5.41311  0.1104
C  -3.02987  -0.65570  4.71672  -0.1589
C  -1.73293  -1.11593  4.93321  -0.0420
C  -0.74085  -0.91644  3.99108  -0.0270
C  -1.01641  -0.23154  2.79950  -0.2753
C  -2.32880  0.20800  2.57499  -0.0201
C  -3.31306  -0.00397  3.51560  -0.0006
N  -0.05444  -0.01542  1.81701  -0.0646
C  1.24355  0.01489  2.14668  -0.1425
C  2.19132  0.35485  1.16177  -0.3099
C  3.57781  0.41032  1.44586  -0.0524
C  4.46010  0.67545  0.44105  -0.0884
C  3.97334  0.88907  -0.86466  -0.0823
C  2.62126  0.82244  -1.07662  -0.1275
N  1.72207  0.57123  -0.10437  -0.0002
H  -2.82001  -1.00345  7.06930  0.0838
H  -1.48372  -1.68831  5.82126  0.1084
H  0.24117  -1.33684  4.16109  0.1008
H  -2.54582  0.72608  1.65012  0.0911
H  -4.32431  0.33716  3.33861  0.1239
H  1.57654  -0.08420  3.17322  0.1110
H  3.90845  0.23067  2.46055  0.1094
H  5.52320  0.71804  0.64149  0.1006
H  4.63625  1.09597  -1.69152  0.0968
H  2.22210  0.97677  -2.06864  0.0946
O  -0.45963  2.22201  -9.41208  -0.4744
S  0.79588  2.85256  -9.06485  0.7939
O  0.90161  3.27257  -7.68476  -0.4803
O  2.05884  1.11627  -9.09334  -0.2036
C  1.49121  0.11542  -8.55090  -0.5670
N  1.10478  -0.93664  -9.33161  0.1355
C  0.48248  -1.93175  -8.73729  -0.1615
C  0.19461  -1.97109  -7.37620  -0.0385
C  0.63203  -0.86834  -6.65758  -0.2596
N  1.27671  0.14336  -7.20839  0.1878
C  0.38949  -0.72839  -5.19578  -0.1209
C  0.25004  -1.81940  -4.34728  0.0060
C  0.06564  -1.61011  -2.99473  -0.1218
N  -0.00291  -0.38841  -2.45658  -0.0391
C  0.09153  0.66872  -3.28207  -0.1213
C  0.30448  0.54579  -4.63697  0.0329
H  0.17558  -2.75512  -9.37914  0.0971
H  -0.35844  -2.78562  -6.93180  0.0897
H  0.31510  -2.83028  -4.72530  0.1108
H  -0.01698  -2.43670  -2.30231  0.0848
H  -0.01485  1.64102  -2.81690  0.1159
H  0.40509  1.41306  -5.27705  0.1194
S  -2.05663  -1.96946  -0.13689  0.6888
C  -0.64227  -2.62263  0.58415  -0.8293
N  -0.71245  -3.53841  1.58691  0.0673
C  0.43624  -4.00810  2.23473  -0.0773
C  1.63225  -3.48568  1.85611  -0.0822
C  1.67312  -2.51541  0.84747  -0.0984
N  0.52106  -2.16092  0.15955  -0.0483
H  -1.62920  -3.82647  1.88341  0.1341
H  0.28905  -4.75068  3.00145  0.1117
H  2.54428  -3.81778  2.33151  0.1061
H  2.60491  -2.14858  0.44554  0.1078
N  -1.40605  1.22327  -0.59602  -0.1197
C  -2.38090  2.05333  -1.10668  -0.3762
C  -3.41060  1.53651  -1.90263  -0.0392
C  -4.37768  2.37509  -2.43140  -0.0970
C  -4.34282  3.74055  -2.18009  -0.1125
C  -3.32468  4.26098  -1.39121  -0.1029
C  -2.35288  3.43087  -0.85792  -0.0444
H  -3.42589  0.47130  -2.09910  0.1017
H  -5.16201  1.95932  -3.05176  0.0987
H  -5.09642  4.39285  -2.60141  0.0927
H  -3.28502  5.32527  -1.19360  0.0962
H  -1.55406  3.82793  -0.24407  0.1052


| no. | DFT total energy (eV) |
| --- | --- |
| 1 | -87235.104 |
| 2 | -100538.693 |